A structure of composition C51H48IrN5P2S2 in a non-equilibrium geometry, computed with wB97M-V/def2-TZVPD.

Calculated values
2S+1: 2
electronic energy: -3829.33777 hartree
energy relative to the best compared isomer or geometry (same formula, charge and spin): 0.504 eV
LUMO (alpha / beta): -2.71 / -2.71 eV
total charge: +1

The geometry in XYZ format:
```
109
Properties=species:S:1:pos:R:3:forces:R:3:lowdin_spin:R:1
Ir 1.2265 0.6653 -1.3314 0.08 1.12 0.45 0.613
C -1.2429 1.7761 0.4559 -0.08 -0.03 -0.11 0.008
N -1.2203 1.2370 -0.9109 -0.37 0.11 0.30 0.077
C -2.0513 0.0288 -1.0516 0.10 0.03 -0.07 0.006
C -1.3100 -1.2933 -0.7979 0.06 -0.05 0.13 0.004
N -0.0975 -1.3835 -1.6107 0.09 0.18 -0.22 0.034
C -0.4713 -1.4411 -3.0480 -0.05 -0.08 0.00 0.001
C 0.7477 -2.5508 -1.3891 -0.06 -0.01 0.01 0.007
C 0.1819 -3.7933 -1.1262 0.02 0.00 -0.03 0.000
C 0.9649 -4.9293 -1.0240 0.04 0.02 -0.03 0.004
C 2.3397 -4.8124 -1.2040 -0.05 -0.03 0.00 0.002
C 2.9020 -3.5849 -1.4940 0.02 0.04 -0.02 0.009
C 2.1274 -2.4194 -1.6195 0.07 -0.01 0.09 0.023
S 2.9144 -0.9126 -2.0434 0.11 -0.30 -0.20 0.092
C -1.6371 2.2473 -1.8753 0.14 -0.13 0.05 0.004
C -2.8245 2.9501 -1.6795 0.08 0.02 0.02 0.001
C -3.2425 3.8976 -2.5948 0.06 0.02 -0.06 -0.001
C -2.4628 4.1326 -3.7253 -0.08 0.02 0.04 0.000
C -1.2975 3.4236 -3.9297 0.06 -0.07 0.03 0.000
C -0.8589 2.4547 -3.0137 -0.04 0.10 -0.10 0.006
S 0.5853 1.5302 -3.3936 -0.05 -0.04 -0.38 0.007
H -2.2612 1.8451 0.8627 0.01 -0.01 0.03 0.000
H -0.8058 2.7701 0.4413 -0.03 -0.03 0.03 0.003
H -0.6380 1.1724 1.1342 -0.01 0.09 -0.01 0.002
H -2.4703 0.0076 -2.0546 0.05 0.03 -0.01 0.000
H -2.9009 0.0834 -0.3635 -0.10 -0.10 0.02 0.002
H -1.9980 -2.1066 -1.0659 -0.05 0.03 0.11 0.001
H -0.4684 -0.6208 0.9645 0.05 -0.11 -0.03 0.000
H -1.0469 -2.3547 -3.2407 0.00 0.01 0.00 0.001
H 0.4490 -1.4560 -3.6268 -0.01 -0.02 -0.02 0.000
H -1.0319 -0.5645 -3.3518 0.04 0.00 -0.02 0.000
H -0.8915 -3.8871 -1.0048 -0.02 0.00 0.00 0.000
H 0.5095 -5.8880 -0.8138 0.00 0.00 0.00 0.000
H 2.9731 -5.6874 -1.1313 0.01 0.00 0.00 0.000
H 3.9707 -3.4978 -1.6441 0.00 -0.01 -0.01 0.002
H -3.4246 2.7570 -0.7972 0.00 0.00 0.00 0.000
H -4.1584 4.4490 -2.4312 -0.01 0.00 -0.01 0.000
H -2.7705 4.8747 -4.4506 0.00 0.01 0.00 0.000
H -0.6962 3.6065 -4.8116 0.00 0.00 0.00 0.000
N 2.5778 2.6003 0.6192 -0.11 0.13 -0.12 0.007
P 2.3295 2.5857 -1.0819 0.29 -0.88 -0.18 0.040
C 1.9393 4.3266 -1.3931 -0.34 -0.10 0.12 0.014
C 0.9063 4.9083 -0.6544 -0.02 0.02 -0.06 0.007
C 0.5501 6.2298 -0.8616 0.01 -0.02 0.00 0.000
C 1.2136 6.9795 -1.8244 -0.01 -0.01 -0.01 0.005
C 2.2297 6.4039 -2.5711 0.01 0.00 0.00 0.000
C 2.5965 5.0820 -2.3586 -0.01 -0.01 -0.01 0.006
C 3.9946 2.3672 -1.7949 -0.01 0.17 0.01 -0.002
C 5.1317 2.3298 -0.9960 0.02 0.05 -0.01 -0.001
C 6.3768 2.0709 -1.5554 -0.01 0.01 0.03 0.000
C 6.4941 1.8545 -2.9179 -0.02 0.00 -0.02 0.000
C 5.3615 1.8858 -3.7218 0.03 0.01 0.00 0.000
C 4.1177 2.1329 -3.1661 -0.03 -0.05 0.01 0.000
C 2.5529 1.4064 1.2858 0.04 -0.02 0.12 0.005
C 3.1015 1.2801 2.5733 -0.05 0.10 -0.15 0.000
C 3.1513 0.0438 3.1625 0.03 -0.13 0.10 0.002
C 2.6540 -1.0627 2.4733 0.02 0.06 -0.06 0.001
C 2.0955 -0.8573 1.2342 0.24 0.09 0.08 0.001
N 2.0016 0.3551 0.6454 -0.21 -0.32 0.20 0.005
H 3.0150 3.3871 1.0751 0.05 -0.06 0.06 0.000
H 0.3774 4.3223 0.0869 0.05 0.04 0.01 0.001
H -0.2469 6.6728 -0.2792 -0.01 0.00 0.00 0.000
H 0.9360 8.0116 -1.9927 0.00 0.00 0.00 0.000
H 2.7467 6.9854 -3.3228 0.00 0.00 0.00 0.000
H 3.3956 4.6487 -2.9431 0.02 -0.02 0.00 0.000
H 5.0589 2.4889 0.0724 0.01 0.00 0.02 0.000
H 7.2536 2.0357 -0.9221 0.00 0.00 0.00 0.000
H 7.4634 1.6507 -3.3534 0.00 0.00 0.00 0.000
H 5.4457 1.7027 -4.7850 -0.01 0.00 0.00 0.000
H 3.2344 2.1189 -3.7941 0.01 0.02 0.01 0.000
H 3.5125 2.1541 3.0603 0.01 0.00 -0.01 0.000
H 3.5994 -0.0710 4.1413 -0.01 0.00 0.00 0.000
H 2.7108 -2.0611 2.8828 -0.01 0.00 0.00 0.000
H 1.7102 -1.6824 0.6575 -0.03 -0.03 -0.07 0.000
N -0.9762 -1.4339 0.6357 -0.05 0.23 -0.23 0.000
P -2.0062 -2.1040 1.7294 -0.07 -0.14 0.05 0.000
C -1.7697 -1.2550 3.2860 0.09 -0.06 0.01 0.000
C -2.7025 -1.4632 4.3034 0.02 -0.01 0.07 0.000
C -2.4881 -0.9145 5.5568 -0.01 -0.02 -0.05 0.000
C -1.3417 -0.1696 5.8021 0.01 0.01 0.02 0.000
C -0.4058 0.0239 4.7977 -0.01 -0.01 -0.02 0.000
C -0.6129 -0.5250 3.5409 -0.05 0.17 0.00 0.000
C -3.7240 -1.9722 1.2353 0.12 0.05 -0.10 0.000
C -4.4879 -0.8769 1.6422 -0.01 0.04 0.01 0.000
C -5.7622 -0.6953 1.1307 0.02 -0.02 0.00 0.000
C -6.2711 -1.5942 0.2023 -0.04 0.02 0.00 0.000
C -5.5120 -2.6772 -0.2171 0.07 -0.01 0.04 0.000
C -4.2380 -2.8681 0.2971 -0.07 -0.02 -0.04 0.000
C -1.5843 -3.8200 1.9802 0.01 0.04 0.11 0.000
C -0.2297 -4.1500 1.9710 0.02 -0.04 -0.03 0.000
C 0.1680 -5.4256 2.3334 -0.03 0.01 0.02 0.000
C -0.7813 -6.3657 2.7111 0.05 -0.02 -0.01 0.000
C -2.1294 -6.0358 2.7372 -0.02 0.07 -0.02 0.000
C -2.5348 -4.7584 2.3823 -0.01 -0.06 0.01 0.000
H -3.5939 -2.0518 4.1242 0.00 -0.01 -0.02 0.000
H -3.2146 -1.0715 6.3422 0.00 0.00 0.00 0.000
H -1.1770 0.2571 6.7825 0.00 0.00 0.00 0.000
H 0.4924 0.5968 4.9861 0.00 0.00 0.01 0.000
H 0.1422 -0.3751 2.7797 0.01 -0.02 0.09 0.000
H -4.0887 -0.1624 2.3513 0.01 -0.01 0.00 0.000
H -6.3550 0.1503 1.4516 0.00 0.00 0.00 0.000
H -7.2656 -1.4481 -0.1979 0.00 0.00 0.00 0.000
H -5.9088 -3.3729 -0.9436 0.00 0.00 0.00 0.000
H -3.6487 -3.7132 -0.0380 0.02 -0.02 0.02 0.000
H 0.5062 -3.4207 1.6544 -0.03 -0.01 0.02 0.000
H 1.2173 -5.6865 2.3099 0.00 -0.01 -0.01 0.000
H -0.4682 -7.3640 2.9874 0.00 0.00 0.00 0.000
H -2.8644 -6.7696 3.0382 0.00 0.00 0.00 0.000
H -3.5846 -4.5001 2.4263 -0.03 0.02 -0.03 0.000
```
Forces are in eV/Å.